Record 1
A single C4H5NO molecule, computed with ωB97M-V with the def2-TZVPD basis set.

SMILES string: C#C/C(C)=N/O
LUMO level in eV: 0.86
HOMO level in hartree: -0.33838
HOMO-LUMO gap in eV: 10.06

Geometry (Å):
C (2.537, -0.173, 0.224)
C (1.481, -0.084, -0.347)
C (0.061, 0.115, -0.369)
C (-0.809, -1.059, -0.026)
N (-0.281, 1.349, -0.358)
O (-1.610, 1.504, -0.023)
H (3.373, -0.161, 0.876)
H (-1.484, -1.315, -0.846)
H (-0.184, -1.924, 0.209)
H (-1.416, -0.799, 0.846)
H (-1.674, 2.463, 0.078)

Atoms 1-3, force components in eV/Å:
-0.298 0.028 -0.212
0.493 0.103 0.715
-0.056 0.276 0.179

Record 2
A molecular structure, C3H4OS, computed with ωB97M-V with the def2-TZVPD basis set.

LUMO level in eV: -1.57
HOMO level in hartree: -0.34090
HOMO-LUMO gap in eV: 7.71

Geometry (Å):
C (1.052, 0.868, -0.586)
C (-0.184, 0.250, -0.421)
C (-0.904, -0.401, 0.752)
O (1.691, 1.594, -1.258)
S (-0.154, -0.672, -1.807)
H (1.638, 0.485, 0.575)
H (-0.181, -1.198, 1.084)
H (-1.542, -1.024, 0.117)
H (-1.415, 0.099, 1.545)

Atoms 1-3, force components in eV/Å:
3.968 1.243 5.607
-1.581 -2.647 -1.938
1.064 -1.663 -1.627

Record 3
7 unconnected molecules or ions with the total composition C19H52O7, computed with ωB97M-V with the def2-TZVPD basis set.

SMILES string: CC(C)O.CC(C)O.CC(C)O.CC(C)O.CC(C)O.CC(C)O.CO
LUMO level in eV: 0.54
HOMO level in hartree: -0.32820
HOMO-LUMO gap in eV: 9.47

Geometry (Å):
C (-0.171, 2.197, -4.784)
C (-1.511, 1.587, -4.331)
C (-1.290, 0.216, -3.662)
O (-2.209, 2.261, -3.546)
H (-0.292, 3.008, -5.413)
H (0.401, 1.535, -5.445)
H (0.398, 2.569, -3.956)
H (-2.110, 1.471, -5.263)
H (-0.902, -0.462, -4.415)
H (-2.226, -0.285, -3.430)
H (-0.606, 0.238, -2.802)
H (-2.290, 3.145, -3.843)
C (0.352, 0.447, 2.229)
C (0.077, 1.943, 2.565)
C (1.282, 2.647, 3.178)
O (-0.409, 2.722, 1.645)
H (0.353, -0.131, 3.124)
H (1.233, 0.449, 1.622)
H (-0.434, 0.046, 1.578)
H (-0.693, 1.952, 3.373)
H (1.020, 3.501, 3.704)
H (1.946, 2.967, 2.385)
H (1.832, 2.062, 3.929)
H (0.215, 2.812, 0.900)
C (3.029, 2.400, -0.399)
C (1.757, 2.899, -1.071)
C (0.811, 1.692, -1.345)
O (1.120, 3.751, -0.370)
H (3.614, 1.620, -0.894)
H (2.632, 1.903, 0.491)
H (3.749, 3.129, -0.023)
H (2.079, 3.389, -2.013)
H (0.595, 1.217, -0.436)
H (1.138, 1.035, -2.100)
H (-0.107, 2.134, -1.767)
H (0.497, 4.175, -0.935)
C (4.630, -0.026, 0.967)
C (4.533, -1.126, -0.078)
C (3.081, -1.401, -0.443)
O (5.085, -0.837, -1.146)
H (5.012, 0.930, 0.521)
H (5.364, -0.454, 1.728)
H (3.743, 0.161, 1.510)
H (4.970, -2.046, 0.256)
H (2.707, -1.891, 0.375)
H (3.129, -2.079, -1.280)
H (2.545, -0.438, -0.641)
H (6.023, -0.721, -0.961)
C (-2.580, 0.675, -0.072)
C (-3.735, -0.220, 0.396)
C (-4.974, 0.730, 0.568)
O (-4.063, -1.091, -0.462)
H (-2.745, 1.347, -0.873)
H (-1.687, 0.123, -0.237)
H (-2.384, 1.331, 0.758)
H (-3.534, -0.815, 1.267)
H (-5.253, 1.222, -0.316)
H (-4.666, 1.536, 1.215)
H (-5.834, 0.197, 0.977)
H (-3.361, -1.739, -0.577)
C (-1.724, -5.335, 2.404)
C (-1.832, -3.841, 2.705)
C (-0.441, -3.230, 2.853)
O (-2.487, -3.112, 1.892)
H (-0.973, -5.823, 3.005)
H (-1.379, -5.608, 1.420)
H (-2.701, -5.817, 2.455)
H (-2.319, -3.761, 3.701)
H (0.214, -3.347, 1.984)
H (0.052, -3.618, 3.694)
H (-0.382, -2.198, 3.123)
H (-3.404, -2.940, 2.105)
C (-0.292, -2.109, -0.809)
O (-1.619, -2.352, -0.414)
H (0.368, -2.929, -0.874)
H (0.062, -1.524, -0.013)
H (-0.287, -1.524, -1.701)
H (-1.742, -2.535, 0.541)

Atoms 1-3, force components in eV/Å:
-0.048 -1.418 0.344
4.131 -5.404 -5.373
0.104 -0.531 -1.140

Record 4
A molecular structure, C42H67GeN4O4P2RbS, computed with ωB97M-V with the def2-TZVPD basis set.

LUMO level (alpha / beta) in eV: 3.72 / 3.72
HOMO level (alpha / beta) in hartree: -0.04798 / -0.01477
Total charge: -2
HOMO-LUMO gap (alpha / beta) in eV: 5.02 / 4.12

Geometry (Å):
Rb (-0.415, 0.024, -0.296)
O (3.582, -3.045, 0.045)
C (2.355, -2.503, -0.156)
O (2.229, -1.317, -0.321)
C (1.248, -3.518, -0.182)
C (1.533, -4.881, -0.046)
C (0.424, -5.758, -0.125)
C (-0.830, -5.254, -0.306)
C (-1.035, -3.838, -0.407)
N (0.056, -2.994, -0.357)
C (-2.310, -3.201, -0.570)
O (-3.432, -4.024, -0.545)
O (-2.505, -2.007, -0.736)
H (4.171, -2.280, 0.128)
H (2.540, -5.229, 0.113)
H (0.570, -6.830, -0.055)
H (-1.654, -5.955, -0.399)
H (-3.162, -4.901, -0.261)
C (-0.202, 4.556, 1.443)
C (-0.392, 3.456, 2.485)
C (-0.385, 3.989, 3.915)
P (-1.776, 2.306, 1.977)
C (-3.267, 3.411, 1.733)
C (-3.640, 4.513, 2.727)
C (-4.471, 2.534, 1.380)
C (-1.996, 1.358, 3.515)
C (-3.033, 1.491, 4.424)
C (-3.096, 0.780, 5.622)
C (-4.234, 0.968, 6.592)
C (-2.034, -0.079, 5.895)
C (-0.989, -0.259, 5.012)
C (-0.934, 0.419, 3.759)
N (0.052, 0.304, 2.855)
C (1.035, -0.662, 3.004)
C (2.385, -0.248, 3.028)
C (2.698, 1.216, 2.899)
C (3.407, -1.180, 3.155)
C (3.151, -2.544, 3.242)
C (4.269, -3.547, 3.351)
C (1.827, -2.952, 3.159)
C (0.773, -2.051, 3.030)
C (-0.624, -2.572, 2.853)
H (0.664, 5.176, 1.693)
H (-1.070, 5.220, 1.370)
H (-0.023, 4.108, 0.462)
H (0.458, 2.776, 2.390)
H (-1.157, 4.742, 4.084)
H (0.583, 4.459, 4.126)
H (-0.536, 3.186, 4.637)
H (-2.976, 3.915, 0.802)
H (-3.868, 4.130, 3.720)
H (-4.527, 5.049, 2.368)
H (-2.839, 5.242, 2.834)
H (-4.814, 1.954, 2.239)
H (-4.217, 1.831, 0.584)
H (-5.307, 3.152, 1.035)
H (-3.842, 2.178, 4.205)
H (-5.068, 1.488, 6.114)
H (-3.944, 1.560, 7.469)
H (-4.615, 0.012, 6.963)
H (-2.027, -0.632, 6.833)
H (-0.181, -0.934, 5.269)
H (2.370, 1.593, 1.925)
H (3.772, 1.395, 2.996)
H (2.168, 1.801, 3.655)
H (4.435, -0.825, 3.191)
H (5.080, -3.173, 3.981)
H (4.691, -3.787, 2.370)
H (3.912, -4.484, 3.783)
H (1.599, -4.015, 3.163)
H (-0.606, -3.631, 2.590)
H (-1.123, -2.031, 2.046)
H (-1.235, -2.436, 3.749)
C (-2.370, -1.640, -4.597)
C (-1.104, -0.961, -5.120)
P (0.138, -0.656, -3.783)
C (1.235, -2.139, -3.974)
C (0.512, -3.470, -3.782)
C (1.238, 0.551, -4.659)
C (0.676, 1.969, -4.708)
H (-3.123, -1.738, -5.385)
H (-2.801, -1.059, -3.781)
H (-2.165, -2.635, -4.200)
H (-1.366, 0.022, -5.521)
H (-0.642, -1.533, -5.935)
H (2.014, -2.026, -3.214)
H (1.729, -2.111, -4.954)
H (-0.088, -3.465, -2.871)
H (1.222, -4.298, -3.705)
H (-0.153, -3.679, -4.624)
H (1.448, 0.172, -5.668)
H (2.185, 0.553, -4.112)
H (-0.337, 1.994, -5.115)
H (1.308, 2.618, -5.321)
H (0.637, 2.388, -3.702)
S (-2.687, 1.783, -2.639)
C (-2.075, 3.337, -2.457)
N (-0.920, 3.726, -1.951)
C (-0.776, 5.170, -2.049)
C (-2.226, 5.627, -2.197)
N (-2.792, 4.460, -2.861)
H (-0.018, 3.120, -1.645)
H (-0.193, 5.439, -2.941)
H (-0.274, 5.578, -1.173)
H (-2.332, 6.532, -2.796)
H (-2.681, 5.793, -1.211)
H (-3.789, 4.328, -2.898)
C (3.379, 4.086, -3.347)
Ge (3.060, 3.571, -1.454)
C (4.776, 2.775, -0.857)
C (2.944, 5.311, -0.507)
C (1.472, 2.525, -1.212)
H (4.258, 4.733, -3.423)
H (2.515, 4.622, -3.746)
H (3.539, 3.202, -3.967)
H (5.609, 3.468, -1.010)
H (4.980, 1.858, -1.413)
H (4.724, 2.519, 0.203)
H (3.804, 5.948, -0.732)
H (2.900, 5.150, 0.572)
H (2.034, 5.839, -0.801)
H (1.796, 1.496, -0.992)

Atoms 1-3, force components in eV/Å:
-0.224 -0.039 0.040
0.019 0.014 -0.007
-0.023 -0.013 0.005

Record 5
A molecular structure, C14H17N3O3, computed with ωB97M-V with the def2-TZVPD basis set.

LUMO level in eV: 0.23
HOMO level in hartree: -0.29410
HOMO-LUMO gap in eV: 8.23

Geometry (Å):
C (-3.667, -1.178, 0.097)
C (-2.190, -0.644, 0.450)
C (-3.647, -2.531, -0.902)
C (-0.552, 1.349, 0.396)
C (-0.987, 2.833, 0.793)
C (0.264, 1.391, -0.911)
C (1.752, 1.137, -0.723)
C (2.732, 2.040, -1.051)
C (2.389, -0.028, -0.207)
C (3.868, 0.176, -0.072)
C (2.065, -1.229, 0.417)
C (4.799, -0.746, 0.331)
C (2.862, -2.228, 0.982)
C (4.282, -1.915, 0.889)
H (-4.952, -0.217, -1.376)
H (-5.287, 0.539, 0.078)
H (-4.136, -1.641, 1.139)
H (-2.540, -2.714, -1.889)
H (-4.814, -2.499, -1.235)
H (-3.411, -3.747, -0.275)
H (-2.453, 0.984, -0.552)
H (0.275, 0.938, 1.135)
H (-0.165, 0.611, -1.685)
H (0.180, 2.524, -1.257)
H (2.632, 3.170, -0.987)
H (4.880, 2.018, -0.742)
H (0.970, -1.530, 0.230)
H (5.804, -0.448, 0.190)
H (2.419, -3.047, 1.604)
H (4.964, -2.605, 1.408)
H (-2.171, 1.773, 1.518)
N (-4.450, 0.037, -0.450)
N (-1.966, 0.806, 0.408)
N (3.954, 1.459, -0.560)
O (-1.347, -1.474, 0.695)
O (-0.456, 3.875, 0.296)
O (-1.900, 2.762, 1.816)

Atoms 1-3, force components in eV/Å:
-0.433 -0.367 1.375
-0.205 -1.198 -0.099
0.997 -2.006 0.179

| no. | F_max (eV/A) | E_tot (eV) |
| --- | --- | --- |
| 1 | 0.9 | -7762.67277 |
| 2 | 7.0 | -16055.07397 |
| 3 | 10.9 | -34872.47637 |
| 4 | 0.3 | -145377.35068 |
| 5 | 5.6 | -25400.07407 |